# 1
Entry from the Open Molecules 2025 dataset: a molecular structure, C34H28Cl2MnNO2S3Sb (ωB97M-V/def2-TZVPD).

Properties
maximum force: 0.5 eV/Å
ΔE to the lowest compared entry with this formula, charge and spin: 31.24 kcal per mole
expectation value of S²: 8.761
electronic energy: -5023.873822 a.u.
LUMO (alpha / beta): 0.07 / -0.22 eV

```
! wB97M-V def2-TZVPD RIJCOSX def2/J DEFGRID3
* xyz 0 6
Mn -0.2003 -0.5014 -0.3624
Cl -0.0128 -1.2191 2.0794
C -1.4348 -2.2617 2.2394
C -1.7267 -2.6426 3.5353
C -2.8159 -3.4653 3.7591
C -3.5705 -3.8950 2.6809
C -3.2420 -3.5009 1.3963
Cl -4.2260 -4.1070 0.1041
C -2.1639 -2.6426 1.1077
S -1.8574 -2.1624 -0.5499
H -1.1040 -2.3014 4.3499
H -3.0724 -3.7700 4.7639
H -4.4248 -4.5413 2.8242
C -1.8102 4.0732 -3.8469
C -2.7829 4.1293 -2.6998
C -3.9083 4.9424 -2.8408
C -4.8554 5.0798 -1.8395
C -4.6998 4.3907 -0.6488
C -3.5930 3.5735 -0.4877
C -2.6301 3.4369 -1.4902
Sb -1.0230 2.2078 -0.8191
C -0.1419 3.4709 0.6370
C 0.0555 2.8736 1.8803
C 0.6638 3.5602 2.9217
C 1.0783 4.8637 2.7160
C 0.8551 5.4767 1.4907
C 0.2329 4.8094 0.4403
C -0.0453 5.5530 -0.8376
C 0.4123 2.2007 -2.3892
C 1.6296 2.8553 -2.2645
C 2.5680 2.7976 -3.2857
C 2.2853 2.0728 -4.4309
C 1.0843 1.3838 -4.5417
C 0.1427 1.4198 -3.5232
C -1.1052 0.5816 -3.6315
H -2.0961 4.7960 -4.6096
H -1.7886 3.0906 -4.3162
H -0.7909 4.2964 -3.5331
H -4.0340 5.4886 -3.7681
H -5.7108 5.7251 -1.9918
H -5.4274 4.4841 0.1463
H -3.4786 3.0381 0.4498
H -0.2758 1.8540 2.0516
H 0.8138 3.0769 3.8780
H 1.5704 5.4119 3.5089
H 1.1664 6.5041 1.3444
H 0.3818 6.5540 -0.7997
H -1.1204 5.6515 -0.9996
H 0.3709 5.0432 -1.7068
H 1.8703 3.3957 -1.3568
H 3.5231 3.2866 -3.1717
H 3.0169 2.0148 -5.2268
H 0.8799 0.7964 -5.4295
H -1.2037 0.1560 -4.6294
H -2.0197 1.1425 -3.4182
H -1.0820 -0.2664 -2.9358
O 5.2369 2.4352 -1.6962
S 5.1722 1.3099 -0.8080
O 5.7995 1.4030 0.4752
N 3.5824 0.8411 -0.6271
C 3.3825 -0.3114 -1.1694
S 1.8857 -1.1580 -1.2336
C 4.5823 -0.9739 -1.7741
C 4.6939 -2.2139 -2.3783
C 5.9420 -2.5960 -2.8547
C 7.0464 -1.7582 -2.7290
C 6.9337 -0.5156 -2.1160
C 5.6873 -0.1561 -1.6493
H 3.8292 -2.8569 -2.4694
H 6.0592 -3.5609 -3.3300
H 8.0063 -2.0793 -3.1114
H 7.7865 0.1409 -2.0084
*
```

---

# 2
Entry from the Open Molecules 2025 dataset: 3 unconnected molecules or ions with the total composition C25H51IN2O13P3 in a non-equilibrium geometry (ωB97M-V/def2-TZVPD).

Properties
maximum force: 10.0 eV/Å
electronic energy: -3391.665895 a.u.
LUMO: -5.70 eV

```
! wB97M-V def2-TZVPD RIJCOSX def2/J DEFGRID3
* xyz 1 1
N 2.5185 0.6243 3.6260
P 2.9111 -0.2566 2.2891
C 3.8554 0.9484 1.1236
C 5.5206 0.7919 1.1374
C 6.3867 1.7738 0.1507
C 8.0482 1.6110 0.1000
O 8.9060 2.6314 0.1931
O 8.5218 0.2033 -0.1129
C 8.2958 -0.2107 -1.5065
C 7.0340 -1.2330 -1.7342
C 7.3933 -2.4331 -2.8421
I 5.8268 -2.7304 -4.3459
C 5.5696 2.8768 -0.7457
C 3.9341 2.8945 -0.6339
N 3.1059 1.9492 0.2617
C 1.6044 2.1090 0.1741
O 0.9154 2.2641 1.4645
C -0.5339 2.4620 1.3073
O -1.2120 1.4696 0.4592
C -1.0226 0.0932 0.9430
C -0.5055 -0.9646 -0.2296
O -0.7685 -0.4571 -1.6138
H 1.4818 0.6193 3.7620
H 3.7443 -1.3570 2.7789
H 1.6914 -0.7858 1.7349
H 6.0174 -0.0234 1.8413
H 9.2664 -0.7797 -1.9019
H 8.1082 0.7365 -2.1978
H 6.6663 -1.7904 -0.7732
H 6.1080 -0.6127 -2.1601
H 7.5533 -3.4880 -2.3092
H 8.4249 -2.1950 -3.3806
H 6.0920 3.6443 -1.4763
H 3.3521 3.6958 -1.2937
H 1.2053 1.2238 -0.4936
H 1.3741 3.1041 -0.4438
H -0.7699 3.5862 0.9818
H -1.0115 2.3599 2.3923
H -0.3536 0.0194 1.9222
H -2.1009 -0.3011 1.2620
H -0.9422 -2.0604 -0.0755
H 0.6779 -1.0984 -0.1697
H 0.1328 -0.5163 -2.0919
O -3.5105 1.8936 5.0939
P -4.5215 2.6664 5.9759
O -5.6591 2.8169 4.7810
C -6.4436 1.6779 4.4685
C -7.4875 1.4214 5.5370
O -3.8102 4.1574 5.7751
C -2.4267 4.2683 5.4874
C -2.2101 4.3939 3.9896
O -5.6512 3.5299 6.9614
C -5.6378 3.1495 8.3292
C -4.2989 3.4331 8.9839
H -5.8027 0.8048 4.3307
H -6.9402 1.8812 3.5141
H -7.0161 1.0953 6.4682
H -8.1846 0.6421 5.2185
H -8.0516 2.3332 5.7612
H -1.8669 3.4274 5.9125
H -2.0588 5.1719 5.9823
H -2.6903 3.5840 3.4340
H -1.1405 4.3921 3.7538
H -2.6450 5.3275 3.6194
H -5.8890 2.0875 8.4091
H -6.4235 3.7181 8.8358
H -3.5090 2.8136 8.5470
H -4.3413 3.2206 10.0560
H -4.0067 4.4774 8.8373
O -0.8418 -4.5659 -4.2637
P -1.0440 -4.0771 -5.7188
O 0.1452 -2.9262 -5.6434
C 1.4921 -3.3614 -5.7275
C 1.8539 -3.7533 -7.1461
O -2.3270 -3.0732 -5.3791
C -3.1725 -3.3266 -4.2701
C -2.7202 -2.5152 -3.0686
O -1.2699 -3.5308 -7.3447
C -1.6599 -4.5516 -8.2512
C -3.0031 -5.1537 -7.8840
H 1.6646 -4.1895 -5.0372
H 2.1213 -2.5242 -5.4082
H 1.3262 -4.6640 -7.4425
H 2.9273 -3.9389 -7.2351
H 1.5687 -2.9683 -7.8549
H -3.2185 -4.3984 -4.0459
H -4.1848 -3.0214 -4.5511
H -1.6642 -2.6761 -2.8362
H -3.3147 -2.7716 -2.1852
H -2.8371 -1.4453 -3.2665
H -0.8851 -5.3238 -8.2773
H -1.7175 -4.1018 -9.2470
H -2.9485 -5.6810 -6.9262
H -3.3261 -5.8689 -8.6459
H -3.7640 -4.3744 -7.7792
*
```

---

# 3
Entry from the Open Molecules 2025 dataset: a gas-phase ion, C4H12N2 (charge +1) in a non-equilibrium geometry (ωB97M-V/def2-TZVPD).

Properties
maximum force: 2.6 eV/Å
ΔE to the lowest compared entry with this formula, charge and spin: 10.41 kcal per mole
expectation value of S²: 0.754
electronic energy: -268.784271 a.u.
LUMO (alpha / beta): -2.91 / -7.56 eV

```
! wB97M-V def2-TZVPD RIJCOSX def2/J DEFGRID3
* xyz 1 2
N 1.6041 -0.6844 1.1488
C 0.1815 -0.7847 1.4620
C -0.7761 -0.6585 0.2833
N -0.2233 0.2897 -0.6977
C -0.8610 0.2516 -1.9735
C 0.0553 1.6088 -0.1705
H 1.8359 -0.2979 0.2480
H 2.0407 -1.5961 1.1702
H 0.0271 -1.6985 2.0242
H -0.0945 -0.0365 2.2048
H -0.8970 -1.6071 -0.2419
H -1.7637 -0.2499 0.4783
H -0.9827 1.2183 -2.4277
H -1.8027 -0.2946 -1.9317
H -0.2068 -0.2865 -2.6770
H 0.9175 1.6145 0.4935
H 0.2312 2.2848 -0.9993
H -0.8007 2.0286 0.3702
*
```